41
Properties=species:S:1:pos:R:3:forces:R:3 method="wB97M-V/def2-TZVPD" smiles="C[C@H](NC(=O)CN1CCc2ccccc21)c1ccccc1" gap_ev=8.5508 e_tot_ev=-24019.24010 multiplicity=1
C 1.273 1.303 2.281 0.1 0.2 -0.2
H 2.222 1.363 2.806 0.1 0.0 0.1
H 0.629 2.108 2.626 -0.1 0.1 0.0
H 0.805 0.350 2.520 0.0 -0.1 0.1
C 1.505 1.421 0.774 0.1 0.1 0.2
N 0.238 1.361 0.071 0.0 -0.3 0.3
C -0.155 2.271 -0.838 -0.4 -0.1 -0.1
O 0.441 3.302 -1.071 0.2 0.3 -0.2
C -1.451 1.906 -1.586 0.1 0.1 -0.1
N -2.335 1.001 -0.912 -0.1 0.1 -0.1
C -2.068 -0.342 -0.747 -0.3 -0.6 0.0
C -1.246 -1.168 -1.503 0.0 0.3 0.0
C -1.163 -2.509 -1.157 0.0 -0.1 0.1
C -1.875 -3.021 -0.087 0.0 -0.2 0.0
C -2.704 -2.194 0.666 0.1 0.1 -0.1
C -2.794 -0.864 0.333 0.2 0.1 0.0
C -3.602 0.239 0.958 -0.1 0.0 0.0
H -4.665 0.087 0.758 0.0 0.0 0.0
H -3.469 0.291 2.039 0.0 0.0 0.0
C -3.075 1.495 0.244 -0.1 0.3 0.2
H -2.413 2.078 0.900 0.0 0.0 0.0
H -3.880 2.153 -0.094 0.1 0.0 0.1
H -3.262 -2.590 1.502 -0.1 0.0 0.1
H -1.788 -4.067 0.167 0.0 -0.1 0.0
H -0.521 -3.159 -1.733 0.1 -0.1 0.0
H -0.673 -0.783 -2.334 0.1 0.0 -0.1
H -1.984 2.837 -1.797 0.2 -0.1 0.0
H -1.155 1.472 -2.546 0.0 0.1 0.0
H -0.273 0.493 0.150 0.0 0.1 -0.1
C 2.426 0.329 0.277 0.1 0.1 -0.1
C 3.694 0.639 -0.194 -0.1 0.0 0.1
C 4.537 -0.358 -0.654 0.1 0.0 0.0
C 4.118 -1.677 -0.654 0.1 0.0 0.0
C 2.854 -1.994 -0.189 -0.1 -0.1 0.0
C 2.014 -0.999 0.277 0.0 0.0 0.0
H 1.030 -1.268 0.637 -0.1 0.0 0.0
H 2.518 -3.021 -0.187 0.0 -0.1 0.0
H 4.773 -2.455 -1.017 0.1 -0.1 0.0
H 5.522 -0.103 -1.018 0.1 0.0 0.0
H 4.020 1.668 -0.204 0.0 0.1 0.0
H 1.934 2.401 0.540 0.0 -0.2 0.0